Entry 1:
# CH5NOS

2 unconnected molecules or ions with the total composition CH5NOS at a distorted geometry (wB97M-V/def2-TZVPD, OMol25).

Positions of all 9 atoms, in Å:
C -0.176 -1.421 -0.534
N -0.134 1.272 -0.416
O 1.947 -0.127 0.132
S 0.548 -0.114 0.317
H 0.076 -2.324 -0.094
H -1.102 -1.133 -0.805
H -0.875 1.017 -1.057
H -0.213 2.038 0.258
H -0.069 0.791 2.199

Forces on atoms 1 to 3 (eV/Å):
2.55 2.79 1.31
0.85 -1.27 0.41
2.90 0.30 0.68

Computed properties:
Calculated total energy (hartree): -569.0635
Energy above the lowest of the compared OMol25 structures with the same formula, charge and spin (kcal/mol): 141.0
Frontier orbital gap (alpha / beta) (eV): 7.46 / 8.28
Max |F| (eV/Å): 4.0

---

Entry 2:
# CH5NOS

2 unconnected molecules or ions with the total composition CH5NOS at a distorted geometry (wB97M-V/def2-TZVPD, OMol25).

Positions of all 9 atoms, in Å:
S 1.188 1.038 1.884
H 2.248 1.246 2.605
H 1.253 2.276 1.445
C -0.317 -0.941 -0.644
N -1.347 -0.657 -1.377
O 0.694 -1.486 -0.932
H -0.300 -0.741 0.464
H -1.158 -0.610 -2.329
H -2.262 -0.126 -1.115

Forces on atoms 1 to 3 (eV/Å):
-0.78 -0.56 -0.32
0.99 0.01 0.75
-0.13 0.64 -0.34

Computed properties:
Calculated total energy (hartree): -569.2562
Energy above the lowest of the compared OMol25 structures with the same formula, charge and spin (kcal/mol): 20.1
SMILES: NC=O.S
Frontier orbital gap (eV): 10.35
Max |F| (eV/Å): 5.6

---

Entry 3:
# CH5NOS

A molecular structure, CH5NOS at a distorted geometry (wB97M-V/def2-TZVPD, OMol25).

Positions of all 9 atoms, in Å:
C 0.037 1.065 -0.403
N 0.683 -1.387 0.530
O -1.847 -0.672 -0.949
S -1.176 -0.171 0.196
H 0.773 1.411 0.305
H -0.628 1.973 -0.653
H 0.598 0.736 -1.204
H 1.253 -0.763 1.111
H 0.307 -2.190 1.068

Forces on atoms 1 to 3 (eV/Å):
-2.71 2.40 1.17
-2.85 0.88 -0.69
-1.20 -0.98 -2.03

Computed properties:
Calculated total energy (hartree): -569.1879
Energy above the lowest of the compared OMol25 structures with the same formula, charge and spin (kcal/mol): 62.9
Frontier orbital gap (alpha / beta) (eV): 9.28 / 9.27
Max |F| (eV/Å): 5.6

---

Entry 4:
# CH5NOS2

2 unconnected molecules or ions with the total composition CH5NOS2 at a distorted geometry (wB97M-V/def2-TZVPD, OMol25).

Positions of all 10 atoms, in Å:
S 1.058 0.038 2.643
S -0.905 0.676 2.187
H 1.657 1.154 2.139
H -1.402 -0.590 2.209
C 0.449 0.045 -1.172
N -0.527 -0.479 -1.987
O 1.557 -0.383 -1.055
H 0.053 0.891 -0.601
H -0.632 -1.466 -2.139
H -1.308 0.114 -2.224

Forces on atoms 1 to 3 (eV/Å):
0.00 0.58 -0.12
0.06 -0.54 0.23
-0.32 -0.54 0.07

Computed properties:
Calculated total energy (hartree): -967.4554
Energy above the lowest of the compared OMol25 structures with the same formula, charge and spin (kcal/mol): 13.8
SMILES: NC=O.SS
Frontier orbital gap (eV): 8.80
Max |F| (eV/Å): 1.0

---

Entry 5:
# CH5NOSi

CH5NOSi in the gas phase at a distorted geometry (wB97M-V/def2-TZVPD, OMol25).

Positions of all 9 atoms, in Å:
C 1.136 -1.695 0.025
N 0.961 -0.465 0.330
O -0.189 -0.039 -0.408
Si -0.996 1.292 -0.036
H 2.140 -2.221 0.290
H 0.369 -2.354 -0.406
H -1.397 1.383 1.341
H -0.104 2.480 0.008
H -1.919 1.619 -1.145

Forces on atoms 1 to 3 (eV/Å):
1.70 -0.93 1.17
-0.07 -0.95 -1.54
0.57 -2.02 -0.02

Computed properties:
Calculated total energy (hartree): -460.5051
Energy above the lowest of the compared OMol25 structures with the same formula, charge and spin (kcal/mol): 35.8
SMILES: C=NO[SiH3]
Frontier orbital gap (eV): 11.08
Max |F| (eV/Å): 3.0

---

Entry 6:
# CH5NP2

2 unconnected molecules or ions with the total composition CH5NP2 at a distorted geometry (wB97M-V/def2-TZVPD, OMol25).

Positions of all 9 atoms, in Å:
C 0.701 1.088 0.618
N -1.840 -1.465 -0.424
P -1.624 -0.584 0.864
P 1.505 0.728 -0.953
H 1.299 0.901 1.502
H 0.045 1.932 0.867
H -2.666 -1.997 -0.518
H 0.514 -0.010 -1.448
H 2.065 -0.593 -0.508

Forces on atoms 1 to 3 (eV/Å):
-1.03 -0.29 0.89
1.79 2.00 1.47
0.37 -0.47 -1.21

Computed properties:
Calculated total energy (hartree): -778.4092
Energy above the lowest of the compared OMol25 structures with the same formula, charge and spin (kcal/mol): 65.7
Frontier orbital gap (alpha / beta) (eV): 7.50 / 7.03
Max |F| (eV/Å): 3.1

---

Entry 7:
# CH5O2

2 unconnected molecules or ions with the total composition CH5O2 at a distorted geometry (wB97M-V/def2-TZVPD, OMol25).

Positions of all 8 atoms, in Å:
O 3.420 0.719 -0.214
H 2.946 1.588 -0.288
H 2.904 -0.133 -0.098
C -2.067 -0.075 0.095
O -1.209 -1.083 0.171
H -2.117 0.551 0.963
H -2.203 0.357 -0.879
H -1.673 -1.925 0.249

Forces on atoms 1 to 3 (eV/Å):
-0.11 -0.34 0.04
-0.10 -2.08 0.23
0.19 2.43 -0.27

Computed properties:
Calculated total energy (hartree): -191.4756
Spin multiplicity: 2
Energy above the lowest of the compared OMol25 structures with the same formula, charge and spin (kcal/mol): 11.2
Frontier orbital gap (alpha / beta) (eV): 9.09 / 11.39
Max |F| (eV/Å): 2.4

---

Entry 8:
# CH5O2PS

CH5O2PS in the gas phase at a distorted geometry (wB97M-V/def2-TZVPD, OMol25).

Positions of all 10 atoms, in Å:
C 0.183 -0.204 -0.253
O 0.207 -1.586 0.095
O 0.533 0.051 -1.594
P 1.308 0.546 1.037
S -1.771 0.651 -0.003
H 0.111 -2.108 -0.722
H -0.001 -0.547 -2.154
H 0.733 -0.340 1.857
H 0.355 1.531 1.482
H -1.660 2.005 0.255

Forces on atoms 1 to 3 (eV/Å):
-0.86 0.62 -0.43
-0.69 1.26 -1.26
-0.30 -0.97 1.22

Computed properties:
Calculated total energy (hartree): -931.0411
Energy above the lowest of the compared OMol25 structures with the same formula, charge and spin (kcal/mol): 77.8
SMILES: OC(O)(P)S
Frontier orbital gap (eV): 9.24
Max |F| (eV/Å): 2.0